Record 1
2 unconnected molecules or ions with the total composition C5H11N. Source: the OMol25 dataset; level of theory: ωB97M-V/def2-TZVPD.

XYZ file:
```
17
Properties=species:S:1:pos:R:3:forces:R:3
C 2.16637 1.05595 1.15176 0.07 0.03 0.09
C 0.83025 -0.20725 -1.46644 -0.11 0.00 -0.04
N -0.15177 0.10831 -0.68611 0.07 0.03 0.01
C -0.91536 0.95181 0.00461 -0.10 0.02 -0.23
C -1.07807 -0.48988 0.27676 -0.06 -0.23 0.14
C -2.24116 -1.31672 -0.22144 -0.02 0.02 -0.04
H 2.76216 1.67308 0.47396 -0.01 -0.09 0.14
H 2.33963 1.36394 2.18438 0.10 -0.02 -0.10
H 2.45001 0.00749 1.02634 -0.02 0.18 0.06
H 1.31439 0.56832 -2.04785 -0.16 -0.10 0.00
H 1.20940 -1.22076 -1.44762 -0.15 0.09 -0.04
H 1.10511 1.19624 0.92551 0.27 0.01 0.13
H -1.55393 1.74252 -0.35953 0.06 -0.07 0.01
H -0.57470 -0.90035 1.16073 -0.13 0.12 -0.08
H -2.99418 -1.32476 0.57639 0.09 -0.06 -0.17
H -1.97493 -2.35546 -0.44724 -0.01 0.16 0.04
H -2.69320 -0.85249 -1.10422 0.10 -0.12 0.09
```
Positions in Å, forces in eV/Å.

As for the energy relative to the best compared isomer or geometry (same formula, charge and spin): 387.4 kJ/mol. Its multiplicity is 1. Its highest occupied orbital energy is -0.2655 Ha. The molecular weight comes out at 85.15 g mol⁻¹. For the frontier orbital gap, the calculation gives 8.279 eV.

***

Record 2
A single C5H11N molecule in a non-equilibrium geometry. Source: the OMol25 dataset; level of theory: ωB97M-V/def2-TZVPD.

XYZ file:
```
17
Properties=species:S:1:pos:R:3:forces:R:3
C -0.67194 -0.39528 -1.93500 -0.46 -0.03 -0.43
C -0.47528 -0.45352 -0.62968 -0.28 -1.33 0.52
C -1.64780 -0.64441 0.33205 0.24 0.43 -0.90
C 0.88781 -0.63571 -0.03699 1.13 1.28 -0.31
C 1.20119 0.42665 1.01721 0.18 -0.34 0.68
N 1.08476 1.76359 0.44701 -0.19 0.14 0.23
H -1.68232 -0.39314 -2.33092 -0.03 0.09 0.02
H 0.10401 -0.44282 -2.68443 0.30 0.23 0.16
H -1.30614 -1.24460 1.16799 -0.24 0.08 0.31
H -2.43001 -1.16697 -0.20909 -0.15 -0.23 0.11
H -2.10343 0.29922 0.64386 0.28 -0.04 0.35
H 1.63422 -0.45502 -0.81491 -0.08 -0.12 -0.20
H 1.12999 -1.62206 0.35579 -0.58 -0.22 0.14
H 0.59867 0.25874 1.92424 -0.28 0.12 -0.16
H 2.22404 0.29404 1.38556 0.04 0.01 -0.29
H 0.11183 1.95329 0.22602 0.06 -0.02 -0.16
H 1.34038 2.45801 1.14126 0.08 -0.04 -0.06
```
Positions in Å, forces in eV/Å.

As for the energy relative to the best compared isomer or geometry (same formula, charge and spin): 76.8 kJ/mol. Its multiplicity is 1. Its highest occupied orbital energy is -0.3414 Ha. Its SMILES is C=C(C)CCN. The molecular weight comes out at 85.15 g mol⁻¹. For the frontier orbital gap, the calculation gives 10.354 eV.

***

Record 3
A single C5H11N molecule in a non-equilibrium geometry. Source: the OMol25 dataset; level of theory: ωB97M-V/def2-TZVPD.

XYZ file:
```
17
Properties=species:S:1:pos:R:3:forces:R:3
C 1.27292 -1.31538 0.71389 0.19 -0.09 -1.62
C 0.69131 0.02328 0.21133 -1.25 0.82 -0.67
C 1.41745 1.41973 0.51688 1.55 -2.49 0.62
C -0.57367 0.02962 -0.42353 0.09 -1.65 0.23
C -1.77350 0.79817 0.28801 3.34 0.15 0.51
N -1.01181 -0.86974 -1.52097 0.91 0.55 2.23
H 2.22919 -1.55093 0.22412 -0.11 -0.23 0.04
H 1.50308 -1.40204 1.80562 -0.61 0.60 -0.71
H 0.51711 -2.10212 0.42967 0.95 0.53 0.49
H 1.59150 1.50703 1.64335 0.03 0.36 -1.54
H 2.45653 1.47775 -0.07785 -1.92 -0.74 1.57
H 0.96914 2.27552 0.06774 -1.10 0.53 0.13
H -2.71364 0.21828 0.55701 1.00 1.00 -1.45
H -1.65201 1.81300 -0.13472 -1.70 -0.21 0.50
H -1.21671 0.78171 1.25181 -1.17 0.91 -0.15
H -2.00652 -0.81236 -1.59343 -0.64 0.04 -0.01
H -0.80205 -1.85011 -1.36604 0.46 -0.08 -0.17
```
Positions in Å, forces in eV/Å.

As for the energy relative to the best compared isomer or geometry (same formula, charge and spin): 336.5 kJ/mol. Its multiplicity is 1. Its highest occupied orbital energy is -0.2575 Ha. Its SMILES is CC(C)=C(C)N. The molecular weight comes out at 85.15 g mol⁻¹. For the frontier orbital gap, the calculation gives 7.913 eV.

***

Record 4
A single C5H11N molecule in a non-equilibrium geometry. Source: the OMol25 dataset; level of theory: ωB97M-V/def2-TZVPD.

XYZ file:
```
17
Properties=species:S:1:pos:R:3:forces:R:3
C -1.61723 -2.08164 -0.08041 0.20 -0.24 -0.11
C -0.22761 -1.32085 -0.04981 -0.76 -4.03 -0.05
C 0.05495 -0.07348 0.17841 -0.82 3.73 -0.40
C -1.00904 1.00390 -0.17808 0.45 -0.92 2.02
N 1.37977 0.36459 0.59747 -1.18 -0.88 -1.01
C 1.99707 1.58877 0.13466 1.29 2.96 -0.26
H -1.88550 -2.43255 1.00409 0.43 0.53 -2.11
H -1.74024 -2.97465 -0.83757 0.91 1.54 1.65
H -2.38596 -1.39684 -0.45358 -0.06 -0.04 0.47
H 0.62237 -2.00582 -0.06571 -0.04 -0.13 0.31
H -2.04073 0.66312 0.15323 1.30 0.51 -0.80
H -0.75518 1.91941 0.36079 -0.35 0.07 -0.18
H -0.87179 1.14547 -1.23992 -0.56 0.29 -0.29
H 1.87310 -0.46072 0.32911 1.36 -0.29 0.35
H 1.23544 2.43619 0.36083 1.42 -1.28 -0.79
H 2.42145 1.70046 -1.00808 -1.40 -0.59 2.49
H 2.94912 1.92464 0.79456 -2.19 -1.23 -1.28
```
Positions in Å, forces in eV/Å.

As for the energy relative to the best compared isomer or geometry (same formula, charge and spin): 215.1 kJ/mol. Its multiplicity is 1. Its highest occupied orbital energy is -0.2977 Ha. Its SMILES is C/C=C(\C)NC. The molecular weight comes out at 85.15 g mol⁻¹. For the frontier orbital gap, the calculation gives 9.141 eV.

***

Record 5
2 unconnected molecules or ions with the total composition C5H11N in a non-equilibrium geometry. Source: the OMol25 dataset; level of theory: ωB97M-V/def2-TZVPD.

XYZ file:
```
17
Properties=species:S:1:pos:R:3:forces:R:3
C 2.23010 -1.06443 0.49018 3.97 -5.29 -3.19
C -1.09931 -1.25584 0.43789 -0.93 1.53 0.14
C -0.33041 0.09499 -1.39879 1.70 2.00 -3.38
C -1.16128 1.30802 0.58597 2.23 -0.41 -0.84
C -0.73475 0.04825 -0.16552 -0.86 0.70 -0.48
N 2.00009 0.15124 0.20008 -1.58 9.01 -0.69
H 3.04240 -1.51385 -0.27970 -1.82 -0.14 2.56
H -2.01767 -1.42553 -0.11589 -0.28 -1.05 0.38
H -0.36869 -2.04180 0.38838 0.19 -0.22 0.04
H -1.35232 -0.86691 1.40652 -0.28 -1.39 1.14
H 1.33187 0.67522 0.79543 0.81 -0.56 -0.50
H -0.04634 -0.79697 -1.98941 -0.32 0.49 0.52
H -0.06108 1.10900 -1.94427 -0.75 -2.01 1.17
H -0.95700 1.13846 1.63426 -0.41 0.19 0.49
H -0.44635 2.11077 0.26294 -1.17 -0.22 0.16
H -2.20042 1.50043 0.36809 -0.22 0.43 0.22
H 2.17116 0.82895 -0.67617 -0.29 -3.06 2.25
```
Positions in Å, forces in eV/Å.

As for the energy relative to the best compared isomer or geometry (same formula, charge and spin): 197.2 kJ/mol. Its multiplicity is 3. Its highest occupied orbital energy (alpha / beta) is -0.1996 / -0.3303 Ha. The molecular weight comes out at 85.15 g mol⁻¹. As for the expectation value of S²: 2.01. For the frontier orbital gap (alpha / beta), the calculation gives 6.341 / 8.361 eV.

***

Record 6
A gas-phase ion, C5H11N (charge +1) in a non-equilibrium geometry. Source: the OMol25 dataset; level of theory: ωB97M-V/def2-TZVPD.

XYZ file:
```
17
Properties=species:S:1:pos:R:3:forces:R:3
C 2.10056 0.51744 1.37812 0.40 1.16 0.30
N 0.84234 0.66541 0.68743 -0.05 -3.13 0.68
C 0.69158 0.01406 -0.60830 0.34 1.49 -0.87
C -0.64588 0.36174 -1.25997 -0.07 0.34 -0.80
C -1.82439 0.00380 -0.41165 -0.66 -0.56 0.08
C -2.24153 -1.25010 -0.19534 0.32 0.70 0.22
H 2.24840 -0.54131 1.62403 -0.01 -0.16 -0.38
H 2.92116 0.93356 0.79767 0.01 -0.36 -0.23
H 2.10974 1.01645 2.34359 -0.37 0.21 0.03
H 0.04962 0.39269 1.29411 -0.19 1.00 -0.20
H 1.52527 0.35905 -1.22750 0.00 -0.14 -0.01
H 0.82888 -1.06417 -0.47466 -0.12 -0.12 0.39
H -0.60315 1.42154 -1.52549 -0.20 0.05 0.34
H -0.72131 -0.10006 -2.24974 0.27 -0.39 0.23
H -2.44414 0.80111 -0.01221 0.41 0.11 0.39
H -1.87086 -2.10303 -0.74765 0.32 -0.11 0.18
H -2.96629 -1.42817 0.58757 -0.38 -0.11 -0.37
```
Positions in Å, forces in eV/Å.

As for the energy relative to the best compared isomer or geometry (same formula, charge and spin): 205.2 kJ/mol. Its multiplicity is 2. The charge is +1. Its highest occupied orbital energy (alpha / beta) is -0.5094 / -0.5086 Ha. The molecular weight comes out at 85.15 g mol⁻¹. As for the expectation value of S²: 0.75. For the frontier orbital gap (alpha / beta), the calculation gives 10.826 / 5.676 eV.